# 1
Below is C43H34As2IrN4 as an isolated structure, with properties calculated with ωB97M-V with the def2-TZVPD basis set.

Positions of all 84 atoms, in Å:
Ir 1.977176 -1.453730 -0.425119
C -0.933808 1.028855 -0.631364
C -0.210772 1.046382 0.709989
As 0.418633 -0.730496 1.181302
C -1.219358 -1.701655 1.420648
C -2.149410 -1.129608 2.299428
C -3.336666 -1.793394 2.564891
C -3.604798 -3.013397 1.954334
C -2.681999 -3.581444 1.086548
C -1.481483 -2.930927 0.828868
C 1.229905 -0.607369 2.901147
C 1.252984 -1.743895 3.706344
C 1.849870 -1.675960 4.954557
C 2.411194 -0.481894 5.391528
C 2.385083 0.646048 4.583429
C 1.796825 0.588791 3.328657
As -2.629577 0.046015 -0.696417
C -2.761593 -0.761368 -2.394162
C -1.646611 -1.417492 -2.930602
C -1.753534 -2.027462 -4.165637
C -2.965396 -1.999554 -4.850551
C -4.078055 -1.371852 -4.302491
C -3.988828 -0.761099 -3.063901
C -4.067173 1.268578 -0.404413
C -4.973172 1.051686 0.627087
C -6.010300 1.954593 0.815278
C -6.130613 3.057006 -0.017954
C -5.222631 3.265469 -1.049827
C -4.183487 2.371726 -1.251577
H -0.307659 0.597261 -1.411652
H -1.215338 2.040181 -0.935280
H -0.841502 1.418294 1.518930
H 0.664670 1.692537 0.652058
H -1.940948 -0.194755 2.808983
H -4.043268 -1.365590 3.264575
H -4.531174 -3.530405 2.166778
H -2.880203 -4.533614 0.612722
H -0.775317 -3.372829 0.142928
H 0.803572 -2.672092 3.371862
H 1.871671 -2.551667 5.588898
H 2.869249 -0.431448 6.370250
H 2.822370 1.573450 4.928826
H 1.798509 1.470062 2.698149
H -0.708181 -1.457007 -2.387174
H -0.899589 -2.532201 -4.596741
H -3.044156 -2.479438 -5.816885
H -5.016375 -1.362942 -4.839812
H -4.855356 -0.278725 -2.628938
H -4.882598 0.183358 1.267709
H -6.726003 1.793091 1.609789
H -6.940845 3.757684 0.132075
H -5.328439 4.120697 -1.703568
H -3.490476 2.528094 -2.070233
N 2.448133 0.261860 -0.677119
C 3.094880 1.340693 -0.857665
C 3.827955 1.897466 0.307839
C 3.836431 3.276987 0.521473
C 4.471461 3.792281 1.640098
C 5.113627 2.941496 2.531063
C 5.110880 1.569271 2.315107
C 4.460860 1.044111 1.212231
C 3.074662 2.026127 -2.165633
C 4.203148 2.737624 -2.574417
C 4.226343 3.326781 -3.828200
C 3.126886 3.222364 -4.668017
C 2.001582 2.514105 -4.262721
C 1.978586 1.908855 -3.019497
H 3.346184 3.939959 -0.179459
H 4.478594 4.860760 1.807981
H 5.629330 3.351383 3.389438
H 5.624213 0.909157 3.001410
H 4.467274 -0.024489 1.036116
H 5.063529 2.815408 -1.923472
H 5.105859 3.868030 -4.148784
H 3.146756 3.690971 -5.642768
H 1.146315 2.433443 -4.919958
H 1.108567 1.346629 -2.708839
N 1.696072 -3.336684 -0.314368
C 1.633534 -4.503213 -0.118239
C 1.490289 -5.813377 0.117722
C 0.309240 -6.211524 0.818167
N -0.677056 -6.484174 1.342078
C 2.481019 -6.751308 -0.305349
N 3.279832 -7.505538 -0.640483

Forces on the atoms, in the same order (eV/Å):
-0.2 0.0 0.1
0.0 0.0 0.0
-0.1 0.0 -0.1
0.1 0.0 0.0
0.0 -0.1 0.1
0.0 -0.1 0.1
0.0 0.0 0.0
0.0 -0.1 -0.1
0.0 0.0 0.0
-0.1 0.1 -0.2
-0.1 0.0 0.1
0.0 0.0 0.0
0.0 0.0 0.0
0.0 0.0 0.0
0.0 0.0 0.0
0.0 0.0 0.0
0.0 0.0 0.0
0.0 0.0 0.0
-0.1 0.0 0.0
0.0 0.0 0.0
0.0 0.0 0.0
0.0 0.0 0.0
0.0 0.0 0.0
0.0 0.1 0.0
0.0 0.0 0.0
0.0 0.0 0.0
0.0 0.0 0.0
0.0 0.0 0.0
0.0 0.0 0.0
0.0 0.0 0.0
0.0 0.0 0.0
0.0 -0.1 0.0
0.0 0.0 0.0
0.0 0.0 0.0
0.0 0.0 0.0
0.0 0.0 0.0
0.0 0.0 0.1
0.1 0.0 0.0
0.0 0.0 0.0
0.0 0.0 0.0
0.0 0.0 0.0
0.0 0.0 0.0
0.0 0.0 0.0
0.0 0.0 0.0
0.0 0.0 0.0
0.0 0.0 0.0
0.0 0.0 0.0
0.0 0.0 0.0
0.0 0.0 0.0
0.0 0.0 0.0
0.0 0.0 0.0
0.0 0.0 0.0
0.0 0.0 0.0
0.4 0.1 -0.3
-0.2 0.0 0.2
0.1 -0.1 0.0
0.0 0.0 0.0
0.0 0.0 0.0
0.0 0.0 0.0
0.0 0.0 0.0
0.0 0.0 0.0
0.0 0.0 0.0
0.0 0.0 0.0
0.0 0.0 0.0
0.0 0.0 0.0
0.0 0.0 0.0
0.0 0.0 -0.1
0.0 0.0 0.0
0.0 0.0 0.0
0.0 0.0 0.0
0.0 0.0 0.0
0.0 0.0 0.0
0.0 0.0 0.0
0.0 0.0 0.0
0.0 0.0 0.0
0.0 0.0 0.0
0.0 0.0 0.0
-0.1 0.3 0.2
0.1 -0.2 -0.1
0.1 0.0 0.1
0.0 -0.1 -0.2
0.0 0.1 0.1
0.0 0.0 0.1
0.0 0.0 0.0

Calculated values
* net charge: +2
* ΔE to the lowest compared entry with this formula, charge and spin: 31.0 kcal per mole
* lowest unoccupied orbital energy (spin up / spin down): -7.27 / -8.05 eV
* 2S+1: 2
* ⟨S²⟩: 0.758
* HOMO-LUMO gap (spin up / spin down): 6.3 / 5.5 eV
* E_HOMO (spin up / spin down): -13.55 / -13.55 eV

=====

# 2
Below is C18H20F3N2OReS as an isolated structure, with properties calculated with ωB97M-V with the def2-TZVPD basis set.

Positions of all 46 atoms, in Å:
Re -0.099689 -1.086294 -0.026272
N -1.104786 -2.493511 -1.221315
C -0.243456 -2.995553 -2.355437
C 1.199891 -2.942074 -1.902334
N 1.456960 -1.554416 -1.377125
H -1.406059 -3.288795 -0.650919
H -1.972582 -2.104981 -1.592806
H -0.414997 -2.348212 -3.215527
H -0.536496 -4.006960 -2.631712
H 1.889062 -3.179333 -2.711957
H 1.386797 -3.641415 -1.084087
H 1.437960 -0.893110 -2.156578
H 2.400125 -1.487724 -0.992780
F -3.324660 7.453344 -1.949310
C -3.867454 6.395719 -2.538378
F -5.153929 6.309768 -2.197852
F -3.774105 6.531340 -3.861672
C -3.162512 5.103504 -2.124912
C -3.619620 3.908049 -2.704297
C -3.020839 2.729534 -2.363022
C -1.943598 2.732914 -1.420233
C -1.498088 3.964863 -0.848220
C -2.109357 5.136555 -1.205175
C -1.344298 1.559661 -1.064978
C -0.793142 0.460284 -0.750654
H -4.437189 3.937502 -3.412599
H -3.346997 1.791737 -2.790982
H -0.680774 3.954307 -0.140147
H -1.792489 6.083175 -0.789563
C 0.088675 -0.782119 4.035680
S 0.728553 -1.072322 2.389642
O -0.356275 -2.044173 1.730251
C 2.204640 -1.980481 2.580901
C 2.185795 -3.275957 3.099047
C 3.398316 -3.915993 3.276599
C 4.589606 -3.260103 2.969580
C 4.588548 -1.965845 2.463281
C 3.385597 -1.309354 2.253782
H -0.037215 -1.765205 4.489971
H -0.849794 -0.237040 3.961682
H 0.849212 -0.199965 4.556891
H 1.257314 -3.771554 3.355237
H 3.422092 -4.922792 3.670408
H 5.531721 -3.766340 3.133860
H 5.521160 -1.466703 2.239771
H 3.368366 -0.293935 1.874247

Forces on the atoms, in the same order (eV/Å):
0.0 -0.3 0.5
-0.1 -0.2 -0.2
0.0 0.0 0.0
0.0 0.0 0.0
0.0 -0.1 -0.2
0.0 0.0 0.0
0.0 0.0 0.0
0.0 0.0 0.0
0.0 0.0 0.0
0.0 0.0 0.0
0.0 0.0 0.0
0.1 0.0 0.0
0.0 0.0 0.0
-0.1 -0.1 0.0
0.0 0.0 0.0
0.1 0.0 0.0
0.0 0.0 0.1
0.0 0.0 0.0
0.0 0.0 0.0
0.0 0.0 0.0
0.1 -0.1 0.0
0.0 0.0 0.0
0.0 0.0 0.0
-0.3 0.3 -0.1
0.0 0.2 0.0
0.0 0.0 0.0
0.0 0.0 0.0
0.0 0.0 0.0
0.0 0.0 0.0
0.0 0.1 -0.1
0.2 -0.2 0.4
0.1 0.3 -0.5
0.0 0.1 0.0
0.0 0.0 0.1
0.0 0.0 0.0
0.0 0.0 0.0
0.0 0.0 0.0
0.0 0.0 0.0
0.0 0.0 0.0
0.0 0.0 0.0
0.0 0.0 0.0
0.0 0.0 0.0
0.0 0.0 0.0
0.0 0.0 0.0
0.0 0.0 0.0
0.0 0.0 0.0

Calculated values
* net charge: +3
* ΔE to the lowest compared entry with this formula, charge and spin: 13.5 kcal per mole
* lowest unoccupied orbital energy (spin up / spin down): -11.96 / -11.50 eV
* 2S+1: 2
* ⟨S²⟩: 0.883
* HOMO-LUMO gap (spin up / spin down): 6.4 / 6.9 eV
* E_HOMO (spin up / spin down): -18.40 / -18.43 eV